Computed, not measured: a 2-piece molecular cluster, C4H11NO2S overall in a non-equilibrium geometry, with wB97M-V/def2-TZVPD.

Last column: Löwdin spin population.
Geometry (Å):
C  0.86817  -0.81493  -1.36663  0.01
C  0.42816  -0.68152  1.10400  0.03
C  0.99706  0.04723  -0.11777  0.10
C  0.22185  1.34599  -0.27764  0.36
N  0.65318  2.34432  0.52698  0.12
O  -0.73275  1.49098  -1.01464  0.60
O  -2.94734  -1.09431  -0.14858  0.13
S  -3.74649  0.37104  -0.07307  0.53
H  1.21648  -0.27234  -2.24228  0.00
H  1.44994  -1.72790  -1.26038  0.00
H  -0.17632  -1.07585  -1.51888  0.01
H  0.52497  -0.07968  2.00522  0.00
H  0.95738  -1.61956  1.25552  0.01
H  -0.62511  -0.90171  0.94683  0.01
H  2.05265  0.29113  0.06560  0.02
H  -2.81299  1.10157  -0.70671  0.03
H  -3.32918  -1.61948  -0.86027  0.02
H  1.40914  2.21443  1.17396  0.01
H  0.14056  3.20965  0.55946  0.01

* highest occupied orbital energy (spin up / spin down): -3.18 / -8.06 eV
* frontier orbital gap (spin up / spin down): 3.3 / 4.0 eV
* ΔE to the lowest compared entry with this formula, charge and spin: 39.0 kcal/mol
* E_tot: -762.19784 Ha
* net charge: 0
* 2S+1: 3


Computed, not measured: C30H45BeBrN2P2 as an isolated structure in a non-equilibrium geometry, with wB97M-V/def2-TZVPD.

Last column: Löwdin charge in e.
Geometry (Å):
N  -6.90951  5.49421  -5.31739  0.08
C  -6.61110  6.10570  -4.17314  -0.10
C  -5.86815  5.46692  -3.17036  0.01
C  -5.35156  4.17114  -3.40229  -0.20
C  -5.66799  3.56074  -4.63774  0.01
C  -6.47323  4.25953  -5.55666  -0.10
C  -4.48952  3.53501  -2.41206  0.03
Be  -0.06789  -0.04319  1.44654  -0.29
P  6.30556  -1.01900  0.43172  1.22
C  -3.43721  2.73166  -2.71726  0.03
C  -2.56163  2.15342  -1.71731  -0.18
C  -1.37878  1.47079  -2.09016  0.01
C  -0.56095  0.88640  -1.11494  -0.09
C  -0.94655  0.90373  0.22228  -0.21
C  -2.04731  1.65061  0.61659  -0.06
C  -2.86545  2.26627  -0.34172  0.02
Br  2.05767  0.09531  1.22061  0.31
H  -4.69574  3.81527  -1.37623  0.12
H  -3.18441  2.52663  -3.76515  0.14
H  -5.66561  5.98964  -2.23673  0.12
H  -5.31670  2.56050  -4.88333  0.11
H  -6.97749  7.12642  -4.02428  0.12
H  -6.76454  3.79239  -6.50478  0.12
H  -1.10778  1.40277  -3.14586  0.13
H  -3.74599  2.81491  -0.00822  0.11
H  0.38447  0.42458  -1.40179  0.09
H  -2.32289  1.78158  1.66329  0.10
P  -0.38743  -2.10084  0.50794  0.97
C  5.76756  0.73853  0.60937  -0.38
C  6.86541  1.69771  0.13843  -0.14
H  5.53399  0.89205  1.67317  0.09
H  4.83992  0.87292  0.03463  0.07
H  6.69301  2.68977  0.56647  0.08
H  7.86091  1.35923  0.44929  0.07
H  6.86162  1.80102  -0.95255  0.08
C  5.47900  -1.45684  -1.16248  -0.37
C  6.19562  -2.61954  -1.85408  -0.15
H  5.50645  -0.55463  -1.79177  0.09
H  4.42946  -1.69975  -0.94118  0.09
H  5.92654  -2.63867  -2.91500  0.08
H  7.28541  -2.51916  -1.78207  0.07
H  5.90999  -3.58442  -1.42044  0.08
C  5.20723  -1.87468  1.64430  -0.38
C  5.94348  -2.19014  2.94850  -0.14
H  4.87034  -2.80178  1.15404  0.09
H  4.32637  -1.23535  1.82015  0.00
H  5.38499  -2.95068  3.50390  0.08
H  6.95355  -2.57371  2.76101  0.07
H  6.02552  -1.30514  3.58933  0.08
C  -0.25346  -3.51457  1.67890  -0.38
C  -1.37677  -4.55119  1.70727  -0.13
H  -0.14207  -3.05075  2.67069  0.06
H  0.70266  -4.00876  1.45050  0.08
H  -2.31699  -4.13192  2.08723  0.07
H  -1.56189  -5.00408  0.72535  0.08
H  -1.08018  -5.36017  2.38650  0.08
C  0.78672  -2.59210  -0.83368  -0.39
C  0.28262  -2.60664  -2.27811  -0.14
H  1.18572  -3.58124  -0.55953  0.08
H  1.61675  -1.87727  -0.72118  0.00
H  -0.28624  -3.51915  -2.49729  0.08
H  -0.34371  -1.73892  -2.51599  0.05
H  1.14308  -2.59068  -2.95981  0.08
C  -2.07086  -2.24628  -0.21575  -0.38
C  -3.22286  -1.78077  0.67696  -0.13
H  -2.20928  -3.29490  -0.51460  0.08
H  -2.05754  -1.64340  -1.13365  0.07
H  -3.93242  -1.20649  0.06668  0.08
H  -3.77298  -2.62786  1.10770  0.08
H  -2.90741  -1.12822  1.50256  0.04
C  -1.91076  1.11393  5.37480  -0.02
C  -1.08994  1.97118  4.64315  -0.02
C  -0.52061  1.51939  3.45657  -0.10
N  -0.72149  0.25236  2.99476  -0.03
C  -1.49174  -0.59975  3.72560  -0.07
C  -2.10588  -0.18449  4.90636  -0.02
H  -2.39251  1.45515  6.29246  0.13
H  -0.89156  2.99387  4.95463  0.12
H  0.10265  2.17969  2.84900  0.12
H  -1.62248  -1.62149  3.35238  0.10
H  -2.74730  -0.89436  5.43499  0.12

* highest occupied orbital energy (spin up / spin down): -13.23 / -13.21 eV
* frontier orbital gap (spin up / spin down): 5.1 / 4.6 eV
* ΔE to the lowest compared entry with this formula, charge and spin: 0.0 kcal/mol
* E_tot: -4550.59498 Ha
* net charge: +2


Computed, not measured: C49H48F3N9O2S5Sc as an isolated structure in a non-equilibrium geometry, with wB97M-V/def2-TZVPD.

Last column: Löwdin charge in e.
Geometry (Å):
Sc  -1.82608  0.58307  -0.56856  0.69
F  -5.61990  0.04603  -4.42071  0.14
C  -5.57149  -1.21259  -3.96609  -0.60
F  -6.52162  -1.33587  -3.01743  0.12
F  -5.93952  -2.01390  -4.98366  0.13
C  -4.21061  -1.58399  -3.43851  -0.11
C  -3.54632  -2.67774  -3.95190  0.02
C  -2.31220  -3.06268  -3.43192  -0.04
C  -1.78955  -2.29877  -2.41158  -0.14
N  -2.41750  -1.23246  -1.92560  -0.06
C  -3.62412  -0.86035  -2.38462  -0.65
S  -4.31711  0.47456  -1.52060  0.73
H  -3.99982  -3.24266  -4.75461  0.13
H  -1.78929  -3.93172  -3.80125  0.11
H  -0.83931  -2.53696  -1.94373  0.11
N  -0.98144  -1.07441  0.51698  -0.34
S  0.15252  -1.66095  1.19938  0.78
N  1.65126  -1.63899  0.49688  -0.35
S  2.79514  -0.62246  0.68600  0.88
N  2.63242  0.91272  0.55990  -0.33
S  1.48968  1.53516  -0.47069  0.82
N  0.10756  1.36705  -0.07386  -0.32
C  1.93739  0.81317  -2.04152  -0.28
C  3.14531  1.03266  -2.70603  -0.07
C  3.38473  0.38229  -3.90184  -0.06
C  2.44469  -0.50504  -4.41848  -0.05
C  1.28373  -0.77373  -3.71806  -0.04
C  1.03001  -0.11644  -2.52147  -0.09
C  1.97793  3.25916  -0.40657  -0.27
C  3.05258  3.86468  -1.04549  -0.05
C  3.24892  5.22910  -0.89302  -0.06
C  2.38640  5.98191  -0.11042  -0.06
C  1.31120  5.37230  0.51508  -0.06
C  1.09341  4.01121  0.36181  -0.06
C  3.59494  -0.77955  2.25402  -0.32
C  3.68855  0.29950  3.11362  -0.05
C  4.30607  0.10575  4.34298  -0.05
C  4.81586  -1.13693  4.68198  -0.05
C  4.71318  -2.20913  3.80054  -0.05
C  4.09844  -2.03595  2.57432  -0.06
C  4.00164  -1.22771  -0.45934  -0.32
C  3.72189  -2.26495  -1.32926  -0.06
C  4.71360  -2.66122  -2.21792  -0.05
C  5.94778  -2.03205  -2.21521  -0.05
C  6.20972  -0.99154  -1.32880  -0.05
C  5.23223  -0.57929  -0.44119  -0.06
C  0.00143  -3.41476  1.42527  -0.32
C  -1.26490  -3.83491  1.81552  -0.05
C  -1.48862  -5.18715  2.01422  -0.05
C  -0.46292  -6.10147  1.81163  -0.06
C  0.79197  -5.67013  1.40901  -0.06
C  1.03409  -4.31598  1.21510  -0.07
C  0.44941  -1.06511  2.85170  -0.30
C  0.98117  -1.87649  3.84763  -0.06
C  1.17787  -1.34182  5.11001  -0.06
C  0.84805  -0.01617  5.36503  -0.06
C  0.32161  0.78207  4.36026  -0.05
C  0.11310  0.25910  3.09165  -0.09
H  3.91684  1.65803  -2.28909  0.09
H  4.31253  0.56298  -4.42759  0.11
H  2.63496  -1.00021  -5.36131  0.11
H  0.55452  -1.47488  -4.10164  0.11
H  0.16897  -0.38468  -1.92449  0.05
H  3.73669  3.31602  -1.66729  0.08
H  4.08194  5.70242  -1.39457  0.11
H  2.54971  7.04504  0.00415  0.11
H  0.62517  5.95633  1.11403  0.11
H  0.23071  3.53418  0.80644  0.09
H  3.28244  1.25849  2.82790  0.11
H  4.38661  0.93312  5.03453  0.12
H  5.30280  -1.27506  5.63784  0.11
H  5.11908  -3.17488  4.06813  0.12
H  4.01838  -2.86128  1.87822  0.12
H  2.74929  -2.73456  -1.32343  0.11
H  4.51440  -3.46284  -2.91593  0.12
H  6.71627  -2.35291  -2.90542  0.11
H  7.17640  -0.50706  -1.32723  0.11
H  5.41867  0.23426  0.24854  0.12
H  -2.05657  -3.10797  1.94510  0.11
H  -2.46693  -5.53093  2.32147  0.11
H  -0.64503  -7.15662  1.96387  0.11
H  1.58484  -6.38672  1.24169  0.11
H  2.00413  -3.96681  0.89606  0.09
H  1.22279  -2.91228  3.64958  0.12
H  1.57871  -1.96443  5.89871  0.12
H  0.99345  0.39155  6.35660  0.11
H  0.05392  1.80989  4.56585  0.12
H  -0.29263  0.86476  2.29357  0.06
C  -2.46252  5.14881  -0.71219  0.00
C  -2.30405  3.67663  -0.91495  -0.28
N  -2.39910  2.80901  0.03269  -0.07
O  -2.59697  3.35387  1.30757  -0.12
C  -1.99629  3.15512  -2.24457  -0.30
C  -2.07393  3.93454  -3.51214  -0.02
N  -1.67550  1.89354  -2.24544  -0.25
O  -1.38221  1.25361  -3.31634  -0.13
H  -2.34529  5.42836  0.33039  0.07
H  -3.45523  5.46321  -1.04308  0.10
H  -1.73770  5.68461  -1.32438  0.09
H  -2.61612  2.54170  1.86583  -0.03
H  -2.67944  4.83266  -3.40126  0.07
H  -2.50937  3.30135  -4.28593  0.08
H  -1.08548  4.23337  -3.87202  0.09
C  -5.10091  -1.78711  1.53708  -0.10
N  -5.59586  -0.42101  1.49288  -0.04
C  -4.79770  0.64217  1.61781  -0.82
S  -3.18280  0.45207  2.16676  0.71
N  -5.30196  1.83957  1.31663  -0.03
C  -6.61628  2.05349  0.74383  -0.07
H  -5.95312  -2.45224  1.41809  0.09
H  -4.62566  -1.98452  2.49501  0.07
H  -4.38375  -1.95930  0.73065  0.07
H  -6.44194  -0.28667  0.96144  0.12
H  -4.65329  2.61132  1.35267  0.10
H  -7.39919  1.70047  1.41791  0.09
H  -6.71127  1.56014  -0.22774  0.07
H  -6.75526  3.12083  0.59788  0.10

* highest occupied orbital energy: -9.15 eV
* frontier orbital gap: 6.8 eV
* ΔE to the lowest compared entry with this formula, charge and spin: 22.5 kcal/mol
* E_tot: -5590.24802 Ha
* net charge: +1


Computed, not measured: an isolated ion of composition C8H7N2S and charge +1 in a non-equilibrium geometry, with wB97M-V/def2-TZVPD.

Last column: natural (NBO) charge in e.
Geometry (Å):
C  -1.80851  -0.39245  -1.52487  -0.22
C  -1.42586  0.89426  -2.06694  -0.09
C  -1.23051  -0.93595  -0.45309  -0.15
C  -0.31456  1.57270  -1.56615  -0.30
C  -0.17876  -0.17609  0.12639  -0.29
C  0.29894  0.96001  -0.49284  0.12
C  0.60343  -0.59090  1.23996  0.60
C  2.23570  1.14951  0.71415  0.06
N  1.73411  0.12909  1.49500  -0.62
N  0.41434  -1.65627  1.99505  -0.72
S  3.35046  2.24116  0.63536  0.31
H  -2.66319  -1.02347  -1.86974  0.24
H  -2.07805  1.25197  -2.96455  0.25
H  -1.62849  -1.87474  -0.17219  0.23
H  -0.08182  2.47099  -2.10371  0.26
H  2.23282  0.10888  2.35526  0.44
H  -0.56081  -1.96338  2.16233  0.44
H  1.10077  -2.16530  2.49059  0.43

* highest occupied orbital energy: -12.39 eV
* frontier orbital gap: 7.1 eV
* ΔE to the lowest compared entry with this formula, charge and spin: 17.6 kcal/mol
* E_tot: -816.39297 Ha
* net charge: +1